1.
Below is a cluster of 2 separate species, CH5OS in total, with properties calculated with wB97M-V/def2-TZVPD.

## Properties
* orbital gap: 6.673 eV
* LUMO: 4.472 eV
* multiplicity: 1
* charge: -1
* energy relative to the best compared isomer or geometry (same formula, charge and spin): 19.78 kcal/mol

Last column: Löwdin charge in e.
Cartesian coordinates (Å):
C 0.093 -0.151 1.635  -0.752
S 1.117 0.934 0.565  -0.050
H -0.928 0.126 1.768  -0.036
H 0.213 -1.141 1.657  -0.084
H 0.597 0.091 2.691  0.008
H -0.105 0.772 -2.639  0.039
H -0.621 -0.606 -2.483  0.002
O -0.365 -0.025 -3.194  -0.127


2.
Below is a structure of composition C24H48N6O2P2S3SbSn, with properties calculated with wB97M-V/def2-TZVPD.

## Properties
* ⟨S²⟩: 0.7567
* orbital gap (spin up / spin down): 7.294 / 5.688 eV
* LUMO (spin up / spin down): -6.448 / -8.058 eV
* multiplicity: 2
* charge: +2
* energy relative to the best compared isomer or geometry (same formula, charge and spin): 6.79 kcal/mol

Last column: Mulliken spin population.
Cartesian coordinates (Å):
Sn 1.219 0.104 1.005  -0.029
S 4.978 -1.283 3.181  0.581
Sb 4.942 -1.372 0.581  -0.023
S 3.616 -2.525 2.384  0.449
S 3.653 0.346 -0.251  -0.013
O 0.308 -1.406 -0.095  0.003
P 0.054 -2.953 -0.083  0.003
N -1.107 -3.276 -1.258  -0.001
C -2.183 -2.280 -1.519  0.000
C -2.873 -2.761 -2.784  0.000
C -1.926 -3.832 -3.327  0.000
C -1.265 -4.484 -2.094  0.000
N 1.394 -3.772 -0.431  -0.007
C 2.183 -3.409 -1.634  0.002
C 3.177 -4.546 -1.832  -0.001
C 3.413 -5.007 -0.388  -0.001
C 2.008 -4.927 0.233  0.009
N -0.372 -3.315 1.474  0.001
C -0.824 -4.667 1.873  0.001
C -1.617 -4.381 3.155  0.000
C -2.222 -3.023 2.857  0.000
C -1.043 -2.262 2.236  0.004
H -1.626 -1.289 -1.602  0.000
H -2.898 -2.134 -0.682  0.000
H -3.055 -1.968 -3.488  0.000
H -3.840 -3.181 -2.567  0.000
H -1.083 -3.386 -3.867  0.000
H -2.365 -4.555 -3.999  0.000
H -0.338 -4.990 -2.372  0.000
H -1.899 -5.215 -1.616  0.000
H 2.746 -2.501 -1.402  -0.001
H 1.528 -3.181 -2.432  0.000
H 4.098 -4.288 -2.322  -0.001
H 2.873 -5.382 -2.436  0.000
H 4.080 -4.339 0.229  0.002
H 3.875 -6.010 -0.305  -0.001
H 2.024 -4.759 1.301  -0.005
H 1.470 -5.866 -0.021  0.000
H -0.073 -5.441 2.055  0.000
H -1.520 -5.082 1.170  0.000
H -0.891 -4.432 3.964  0.000
H -2.345 -5.171 3.332  0.000
H -2.686 -2.563 3.711  0.000
H -3.029 -3.146 2.141  0.000
H -0.451 -1.836 3.073  0.001
H -1.364 -1.456 1.585  0.000
O 0.756 1.658 -0.217  0.014
P 0.101 3.015 0.050  0.009
N -0.746 3.366 -1.305  0.000
C -0.623 2.807 -2.698  0.000
C -1.107 3.975 -3.514  0.000
C -2.269 4.530 -2.713  0.000
C -1.795 4.439 -1.263  0.000
N -0.782 2.956 1.403  0.002
C -1.818 1.910 1.604  -0.002
C -2.742 2.393 2.743  0.000
C -1.778 3.322 3.507  0.000
C -1.081 4.056 2.370  0.000
N 1.223 4.198 0.262  -0.001
C 1.724 4.933 -0.934  0.000
C 2.934 5.714 -0.329  0.000
C 3.450 4.781 0.800  0.000
C 2.177 4.186 1.419  0.000
H -1.284 1.956 -2.856  0.000
H 0.426 2.550 -2.907  0.000
H -1.368 3.668 -4.504  0.000
H -0.336 4.710 -3.570  0.000
H -3.143 3.876 -2.848  0.000
H -2.490 5.548 -3.009  0.000
H -2.541 4.211 -0.508  0.000
H -1.338 5.310 -0.902  0.000
H -1.322 1.011 1.944  0.003
H -2.338 1.624 0.690  0.000
H -3.125 1.651 3.467  0.000
H -3.591 2.974 2.327  0.000
H -1.103 2.693 4.067  0.000
H -2.284 3.921 4.272  0.000
H -0.177 4.581 2.625  0.000
H -1.821 4.781 1.953  0.000
H 0.961 5.644 -1.315  0.000
H 2.038 4.182 -1.658  0.000
H 2.614 6.688 0.116  0.000
H 3.665 6.044 -1.063  0.000
H 4.105 5.326 1.507  0.000
H 4.044 3.999 0.278  0.000
H 1.699 4.826 2.170  0.000
H 2.343 3.188 1.803  0.001


3.
Below is the molecule C3H7NO3, with properties calculated with wB97M-V/def2-TZVPD.

## Properties
* orbital gap: 10.279 eV
* LUMO: 0.564 eV
* structure (SMILES): C[C@@H](NO)C(=O)O
* multiplicity: 1
* energy relative to the best compared isomer or geometry (same formula, charge and spin): 56.14 kcal/mol

Last column: Löwdin charge in e.
Cartesian coordinates (Å):
C -0.756 1.544 0.042  -0.043
C -0.107 0.211 -0.312  -0.308
N 1.177 0.133 0.377  -0.049
O 1.951 -0.991 -0.070  -0.084
C -1.070 -0.956 -0.017  -0.499
O -2.253 -0.808 0.104  0.120
O -0.498 -2.158 0.082  0.122
H -1.711 1.624 -0.468  0.084
H -0.111 2.366 -0.252  0.080
H -0.936 1.599 1.113  0.087
H 0.111 0.181 -1.389  0.159
H 1.036 -0.011 1.376  0.133
H 2.695 -0.615 -0.560  0.109
H 0.471 -2.119 -0.025  0.087


4.
Below is a structure of composition C41H30BrF3N9O5SV, with properties calculated with wB97M-V/def2-TZVPD.

## Properties
* ⟨S²⟩: 0.7925
* orbital gap (spin up / spin down): 5.497 / 5.366 eV
* LUMO (spin up / spin down): 1.681 / 1.661 eV
* multiplicity: 2
* charge: -1
* energy relative to the best compared isomer or geometry (same formula, charge and spin): 9.36 kcal/mol

Last column: Mulliken spin population.
Cartesian coordinates (Å):
V 0.470 -0.265 0.628  0.873
Br -2.527 6.532 1.499  0.000
C -1.659 4.847 1.578  -0.002
C -1.885 4.015 2.677  0.001
C -1.275 2.785 2.767  -0.006
C -0.432 2.341 1.727  0.004
O 0.163 1.193 1.801  -0.006
C -0.200 3.198 0.626  0.000
C 0.674 2.829 -0.466  0.012
N 1.243 1.689 -0.667  0.001
C 1.990 1.567 -1.874  0.001
C 1.528 2.037 -3.079  -0.009
C 2.237 1.795 -4.275  0.001
C 3.392 1.070 -4.261  -0.001
C 3.915 0.599 -3.033  0.000
C 5.120 -0.138 -2.952  0.000
C 5.590 -0.524 -1.736  0.000
C 4.863 -0.138 -0.586  0.001
N 3.751 0.538 -0.620  0.003
C 3.236 0.873 -1.829  -0.001
C -0.820 4.453 0.566  0.002
H -2.556 4.347 3.460  0.000
H -1.445 2.121 3.602  0.000
H 0.864 3.650 -1.163  0.001
H 0.573 2.534 -3.136  0.001
H 1.828 2.164 -5.207  0.000
H 3.928 0.852 -5.178  0.000
H 5.649 -0.386 -3.865  0.000
H 6.494 -1.106 -1.629  0.000
H 5.233 -0.413 0.398  -0.001
H -0.644 5.099 -0.285  0.000
S -0.198 -2.057 1.929  -0.055
C -1.931 -1.770 1.703  -0.004
N -2.710 -2.485 2.473  0.050
N -4.088 -2.279 2.229  0.000
C -4.789 -1.206 2.710  0.003
C -6.189 -1.199 2.593  0.000
C -6.940 -0.132 3.044  0.000
C -6.333 0.973 3.629  0.000
C -4.950 0.966 3.754  0.000
C -4.179 -0.093 3.310  -0.001
N -2.331 -0.879 0.792  0.029
N -1.318 -0.309 0.107  0.029
C -1.892 0.560 -0.865  -0.012
C -2.982 1.371 -0.534  0.006
C -3.508 2.234 -1.476  -0.004
C -2.995 2.275 -2.767  0.007
C -1.938 1.443 -3.103  -0.003
C -1.374 0.601 -2.154  0.012
H -4.586 -3.151 2.212  0.001
H -6.677 -2.044 2.119  0.000
H -8.017 -0.161 2.927  0.000
H -6.919 1.813 3.975  0.000
H -4.452 1.813 4.209  0.000
H -3.104 -0.078 3.414  0.000
H -3.389 1.314 0.465  0.001
H -4.337 2.874 -1.201  0.000
H -3.429 2.938 -3.505  0.001
H -1.554 1.432 -4.116  0.000
H -0.570 -0.074 -2.415  0.003
C -3.063 -3.361 -2.611  0.000
C -1.579 -3.438 -2.551  0.000
N -0.813 -2.571 -1.935  0.001
C 0.468 -3.006 -2.103  0.002
C 0.482 -4.165 -2.852  0.000
N -0.840 -4.418 -3.125  0.000
C 1.485 -5.122 -3.368  0.000
O 2.747 -4.870 -3.097  0.000
O 1.123 -6.086 -4.012  0.000
C 1.622 -2.311 -1.476  0.007
O 2.780 -2.727 -1.689  -0.003
O 1.348 -1.317 -0.751  0.043
H -3.453 -3.196 -1.607  0.000
H -3.494 -4.274 -3.019  0.000
H -3.374 -2.518 -3.229  0.000
H -1.151 -5.228 -3.636  0.000
H 2.815 -4.034 -2.518  0.000
F 6.840 -1.155 3.816  0.000
C 6.079 -0.066 4.032  0.000
F 6.820 1.005 3.707  0.000
F 5.863 -0.005 5.360  0.000
C 4.788 -0.127 3.263  -0.001
C 4.307 0.981 2.586  0.000
C 3.105 0.856 1.908  0.008
N 2.400 -0.272 1.884  0.007
C 2.859 -1.325 2.559  -0.002
C 4.053 -1.302 3.260  -0.001
H 4.844 1.917 2.570  0.000
H 2.680 1.691 1.371  -0.001
H 2.249 -2.217 2.531  0.000
H 4.392 -2.186 3.781  0.000


Q: Which value of energy relative to the best compared isomer or geometry (same formula, charge and spin) does entry 4 give?
A: 9.36 kcal/mol